Computed, not measured: C21H26N6O in the gas phase, with the ωB97M-V functional and the def2-TZVPD basis.

Calculated values
Relative energy (zero: lowest compared OMol25 entry of this formula, charge and spin): 28.9 kcal per mole
Structure (SMILES): Cn1cc(CN2CCC(n3nccc3NC(=O)Cc3ccccc3)CC2)cn1
Molecular weight: 378.480 g mol⁻¹
Largest force on an atom: 0.868 eV Å⁻¹
LUMO: 0.6468 eV
Spin multiplicity: 1
Gap between HOMO and LUMO: 8.6 eV
Total charge: 0

Last columns: bonded neighbours and bond lengths (Å).
Atoms and positions in Å:
1 C 5.1644 0.4602 -1.7957  N2 1.433, H29 1.091, H30 1.093, H31 1.088
2 N 4.8685 -0.1596 -0.5381  C1 1.433, C3 1.347, N28 1.326
3 C 4.4021 -1.4064 -0.3314  N2 1.347, C4 1.381, H32 1.072
4 C 4.1610 -1.5345 1.0227  C3 1.381, C5 1.499, C27 1.406
5 C 3.5827 -2.6966 1.7720  C4 1.499, N6 1.455, H33 1.096, H34 1.094
6 N 2.1332 -2.7813 1.8577  C5 1.455, C7 1.446, C26 1.443
7 C 1.4564 -1.6660 2.4823  N6 1.446, C8 1.534, H35 1.097, H36 1.091
8 C 1.1421 -0.4957 1.5416  C7 1.534, C9 1.530, H37 1.090, H38 1.090
9 C 0.3702 -0.9897 0.3170  C8 1.530, N10 1.447, C25 1.528, H39 1.094
10 N 0.2296 0.0866 -0.6402  C9 1.447, N11 1.331, C14 1.350
11 N 1.3028 0.5269 -1.2929  N10 1.331, C12 1.319
12 C 0.8880 1.4839 -2.0995  N11 1.319, C13 1.397, H40 1.072
13 C -0.4889 1.6819 -1.9751  C12 1.397, C14 1.383, H41 1.071
14 C -0.8763 0.7649 -1.0149  N10 1.350, C13 1.383, N15 1.399
15 N -2.1654 0.5101 -0.5361  C14 1.399, C16 1.365, H42 1.012
16 C -2.5536 0.5612 0.7713  N15 1.365, O17 1.207, C18 1.528
17 O -1.7922 0.6740 1.7015  C16 1.207
18 C -4.0661 0.4197 0.9342  C16 1.528, C19 1.502, H43 1.092, H44 1.091
19 C -4.7895 1.4190 0.0776  C18 1.502, C20 1.390, C24 1.390
20 C -4.8159 2.7587 0.4489  C19 1.390, C21 1.383, H45 1.080
21 C -5.4384 3.6974 -0.3531  C20 1.383, C22 1.385, H46 1.080
22 C -6.0407 3.3101 -1.5391  C21 1.385, C23 1.384, H47 1.080
23 C -6.0187 1.9793 -1.9179  C22 1.384, C24 1.385, H48 1.080
24 C -5.3939 1.0396 -1.1154  C19 1.390, C23 1.385, H49 1.082
25 C 1.1131 -2.1496 -0.3452  C9 1.528, C26 1.535, H50 1.088, H51 1.093
26 C 1.4240 -3.2408 0.6884  N6 1.443, C25 1.535, H52 1.098, H53 1.092
27 C 4.5363 -0.2845 1.5460  C4 1.406, N28 1.319, H54 1.072
28 N 4.9544 0.5269 0.5936  N2 1.326, C27 1.319
29 H 5.8209 -0.1758 -2.3915  C1 1.091
30 H 4.2405 0.6460 -2.3487  C1 1.093
31 H 5.6571 1.4085 -1.5921  C1 1.088
32 H 4.2984 -2.1065 -1.1370  C3 1.072
33 H 3.9522 -2.6616 2.8031  C5 1.096
34 H 3.9291 -3.6315 1.3207  C5 1.094
35 H 0.5120 -2.0489 2.8885  C7 1.097
36 H 2.0654 -1.3132 3.3162  C7 1.091
37 H 0.5386 0.2424 2.0700  C8 1.090
38 H 2.0611 -0.0195 1.2010  C8 1.090
39 H -0.6337 -1.3069 0.6162  C9 1.094
40 H 1.5808 1.9975 -2.7364  C12 1.072
41 H -1.1116 2.3826 -2.4924  C13 1.071
42 H -2.8980 0.6058 -1.2276  N15 1.012
43 H -4.3462 -0.5993 0.6576  C18 1.092
44 H -4.2944 0.5717 1.9898  C18 1.091
45 H -4.3426 3.0606 1.3717  C20 1.080
46 H -5.4532 4.7346 -0.0532  C21 1.080
47 H -6.5274 4.0430 -2.1648  C22 1.080
48 H -6.4893 1.6697 -2.8395  C23 1.080
49 H -5.3896 -0.0006 -1.4138  C24 1.082
50 H 2.0345 -1.7552 -0.7694  C25 1.088
51 H 0.5104 -2.5706 -1.1535  C25 1.093
52 H 0.4758 -3.6696 1.0388  C26 1.098
53 H 2.0013 -4.0406 0.2188  C26 1.092
54 H 4.5187 0.0417 2.5672  C27 1.072